No. 1
This record from the Open Molecules 2025 dataset describes the molecule C5H11OPS. The level of theory is ωB97M-V with the def2-TZVPD basis set.

The energy above the lowest of the compared OMol25 structures with the same formula, charge and spin is 115.87 kcal/mol. For the HOMO energy (spin up / spin down), the calculation gives -9.171 / -7.417 eV.

Structure (XYZ):
```
19
Properties=species:S:1:pos:R:3:forces:R:3
C -2.265432 1.198222 -0.281831 0.3 2.1 3.1
C -1.421187 2.173243 -1.041826 -2.5 1.6 -3.3
C 1.374604 -1.896447 1.661051 -0.2 -2.4 0.5
C 1.881137 -0.855691 -0.670373 -2.7 3.7 -1.1
C 0.857642 -1.233228 0.388223 -2.9 -0.4 0.6
O -1.506878 0.042399 0.077434 -0.9 -0.2 -1.1
P -0.121073 0.317578 0.884141 0.9 -0.7 0.5
S -1.798135 3.916165 -0.792948 0.0 -0.3 0.0
H -2.631513 1.757034 0.724648 0.5 -1.4 -2.3
H -3.028931 1.047905 -0.979216 -1.8 -1.5 -0.2
H -0.483749 2.042184 -0.689325 3.7 -0.1 0.7
H -1.443461 2.035568 -2.217400 0.2 -0.1 2.3
H 2.077723 -1.343471 2.342869 -0.7 -0.5 -0.8
H 0.479891 -2.355319 2.267555 1.6 1.3 -0.9
H 1.839680 -2.843118 1.228655 0.2 1.0 1.1
H 2.585946 -0.141347 -0.196964 0.1 -0.8 -0.6
H 1.326964 -0.191839 -1.567542 1.2 -1.5 2.4
H 2.236034 -1.638474 -1.247279 1.4 -1.7 -0.5
H 0.040738 -2.031366 0.110129 1.4 1.7 -0.4
```
Forces are in eV/Å.

---

No. 2
This record from the Open Molecules 2025 dataset describes the ion C6H10F2N3OS with charge +1. The level of theory is ωB97M-V with the def2-TZVPD basis set.

For the HOMO energy (spin up / spin down), the calculation gives -11.568 / -11.567 eV. As for the net charge: +1.

Structure (XYZ):
```
23
Properties=species:S:1:pos:R:3:forces:R:3
C -0.422355 0.692874 1.080707 0.4 1.0 1.7
C 0.719469 -1.311090 0.060656 -2.0 1.6 -0.4
C -0.886459 2.650513 -0.394059 0.4 -2.4 2.0
C 1.252111 -2.676285 0.464358 0.1 2.1 1.1
C -2.306831 3.059293 -0.605683 0.0 -1.6 -1.5
C 1.949110 -1.102076 -2.034521 0.2 -2.9 0.7
N -0.654150 1.527960 0.216779 -0.4 1.5 -2.4
N -0.188144 -0.678681 0.898049 2.6 -2.0 -2.0
N -0.448366 -1.415138 2.051455 1.4 -1.2 -2.6
O 1.021472 -0.615142 -1.119752 -1.3 -1.5 3.0
F 3.159584 -1.004250 -1.562444 1.4 0.2 1.0
F 1.796871 -2.438725 -2.387171 -0.6 1.5 0.8
S 0.358515 3.639065 -0.993636 0.6 1.3 -0.8
H 1.214992 -2.650767 1.593182 -0.2 -0.9 -1.7
H 2.298685 -2.672131 0.233857 0.6 -0.5 -0.7
H 0.662769 -3.454185 -0.028792 0.2 0.0 0.3
H -2.682006 2.176739 -1.230795 -0.1 1.6 0.6
H -2.379463 4.009473 -1.121695 -0.1 -0.1 -0.2
H -2.885063 3.085463 0.301453 0.0 0.0 0.5
H 1.874518 -0.527334 -2.870807 -0.6 1.6 -2.4
H 0.322275 -1.441926 2.647037 0.7 0.5 1.6
H -1.337401 -1.327292 2.373864 -2.7 0.7 1.2
H 1.528677 3.038455 -0.680092 -0.6 -0.4 0.3
```
Forces are in eV/Å.

---

No. 3
This record from the Open Molecules 2025 dataset describes a cluster of 8 separate species, C30H47BFNO19P in total. The level of theory is ωB97M-V with the def2-TZVPD basis set.

For the HOMO energy, the calculation gives -5.074 eV. As for the net charge: -1.

Structure (XYZ):
```
100
Properties=species:S:1:pos:R:3:forces:R:3
O -4.307776 -4.306370 -1.564718 0.2 1.1 0.4
C -3.934216 -3.210985 -1.232595 -0.4 -1.3 -0.9
F -3.466035 -3.019623 -0.006061 0.2 -0.2 0.3
N -3.873697 -2.086215 -2.059602 -0.2 -0.1 0.8
C -4.931729 -1.079733 -1.840000 -0.6 0.7 -0.4
O -4.899592 -0.160770 -2.626395 0.3 0.1 -0.2
B -6.035158 -1.131926 -0.637838 0.4 -0.1 -0.1
P -7.684755 -1.990045 -1.118888 0.4 0.4 0.9
O -8.571157 -2.260855 0.034643 -0.5 -0.5 0.2
O -8.519737 -1.101756 -2.217270 0.7 -0.1 -0.2
O -7.370649 -3.390393 -1.924629 -0.5 0.5 0.0
H -2.993897 -1.609924 -1.865442 0.1 0.2 -0.2
H -5.593119 -1.686061 0.336519 -0.2 -0.4 -0.1
H -6.311685 -0.011726 -0.290657 -0.1 0.1 -0.3
H -9.189356 -1.671136 -2.599537 -0.4 -0.1 -0.1
H -6.745617 -3.158103 -2.617972 0.3 -0.3 -0.2
O -2.060830 -0.851074 0.142432 -0.1 0.3 0.0
C -1.055685 -1.202777 0.681683 0.3 0.2 -0.3
O -0.981197 -1.392865 2.024361 0.0 0.0 0.1
C 0.370101 -1.713224 2.398772 0.1 -0.1 -0.1
C 1.022467 -2.247071 1.133279 -0.2 0.0 0.0
C 0.296772 -1.460290 0.041429 -0.1 -0.6 0.5
H 0.855498 -0.803566 2.762465 0.0 0.0 0.0
H 0.352738 -2.444924 3.199193 -0.2 0.0 0.1
H 2.095914 -2.128891 1.126801 0.1 0.0 0.1
H 0.800821 -3.311209 1.025236 0.0 0.0 0.0
H 0.773688 -0.506456 -0.162916 0.0 0.1 -0.1
H 0.188140 -2.030399 -0.877230 -0.1 0.2 -0.1
O 3.109577 -1.138114 -0.566304 0.3 0.1 -0.1
C 3.560054 -0.056148 -0.331574 0.2 0.0 -0.3
O 2.805988 0.939332 0.201102 0.0 0.0 0.1
C 3.570575 2.155677 0.288280 0.1 0.1 0.2
C 5.025008 1.707346 0.270076 0.2 -0.1 0.0
C 4.969864 0.438939 -0.585371 0.1 0.1 0.9
H 3.318021 2.780789 -0.561936 0.0 0.0 -0.1
H 3.302168 2.680793 1.203607 -0.1 -0.2 0.0
H 5.708791 2.466934 -0.098472 -0.1 0.1 0.0
H 5.332288 1.441772 1.284085 0.0 0.0 0.0
H 5.081798 0.648099 -1.638035 0.0 -0.1 -0.2
H 5.702006 -0.299898 -0.267623 -0.1 -0.2 -0.1
O -0.739779 -2.963141 -3.050223 0.1 0.3 0.2
C -1.248691 -2.945178 -4.130188 -0.3 -0.3 0.1
O -1.857421 -1.854767 -4.651804 0.3 -0.1 0.0
C -2.467121 -2.185735 -5.906650 -0.2 0.0 -0.1
C -1.725934 -3.418682 -6.404425 0.0 -0.1 0.0
C -1.360311 -4.110253 -5.095163 0.0 0.2 -0.5
H -3.527387 -2.378002 -5.731376 0.0 0.0 0.0
H -2.369836 -1.338470 -6.581640 0.0 0.1 0.1
H -2.317407 -4.031020 -7.083245 -0.1 0.0 0.0
H -0.816524 -3.118306 -6.928847 0.0 0.0 0.0
H -2.153419 -4.772507 -4.745616 0.0 0.0 0.1
H -0.419595 -4.649508 -5.157657 0.0 -0.1 0.2
O -10.911543 -2.584023 6.003883 0.1 0.1 0.2
C -10.557816 -2.581478 4.856309 -0.3 0.0 -0.1
O -9.707637 -1.669000 4.354720 0.0 0.0 0.0
C -9.553851 -1.857669 2.919934 0.2 0.0 -0.2
C -9.946673 -3.299687 2.678499 -0.2 -0.3 0.0
C -10.998633 -3.535709 3.760869 0.5 0.0 -0.2
H -10.210096 -1.155811 2.404291 0.0 0.0 0.0
H -8.529005 -1.656574 2.628613 0.0 0.1 0.1
H -10.298503 -3.476632 1.666983 0.1 0.1 -0.1
H -9.088401 -3.949502 2.852351 0.0 0.0 0.0
H -11.998840 -3.248435 3.431055 0.0 0.0 0.1
H -11.005638 -4.559897 4.123989 -0.2 0.0 0.1
O 4.564987 2.495320 -2.467415 -0.1 0.2 -0.5
C 4.784115 3.490222 -3.093806 0.2 0.0 0.2
O 4.505095 3.600481 -4.412463 0.0 0.0 0.0
C 4.972634 4.862922 -4.913037 0.0 0.2 -0.1
C 5.070438 5.764429 -3.690303 0.1 0.0 0.1
C 5.427449 4.766192 -2.590149 -0.5 0.3 -0.4
H 5.941525 4.706896 -5.393323 0.0 0.0 0.0
H 4.269163 5.233013 -5.654608 -0.1 -0.2 0.0
H 5.790352 6.573067 -3.809116 0.0 0.0 -0.1
H 4.097123 6.210434 -3.481048 0.0 0.0 0.0
H 6.500227 4.611265 -2.512479 0.0 -0.1 0.1
H 5.019348 5.050219 -1.623803 0.2 -0.2 0.1
O 7.180323 4.759609 0.715654 -0.2 -0.2 -0.1
C 7.760480 5.659957 0.193995 0.2 0.0 0.3
O 8.018918 5.689420 -1.140642 0.1 0.2 0.0
C 8.821183 6.840592 -1.461897 0.1 0.1 0.0
C 8.582536 7.824813 -0.325038 0.0 0.0 0.1
C 8.346407 6.889656 0.859387 -0.1 0.3 -0.4
H 9.864698 6.526058 -1.528538 0.0 0.0 0.0
H 8.509869 7.233201 -2.427353 -0.1 -0.2 0.0
H 9.403956 8.524232 -0.184628 0.0 0.0 0.0
H 7.678660 8.403406 -0.520615 0.0 0.0 0.0
H 9.277331 6.607378 1.352468 0.0 0.0 0.1
H 7.650566 7.301176 1.583835 0.0 -0.2 0.2
O 2.471121 -3.252830 4.226110 0.0 0.0 -0.2
C 2.195070 -2.814198 5.299845 0.2 -0.2 0.1
O 1.905692 -1.506092 5.506230 0.0 0.0 0.1
C 1.714373 -1.254649 6.907290 -0.1 0.0 0.1
C 1.359990 -2.606341 7.511542 0.1 -0.1 0.0
C 2.142113 -3.566200 6.616816 -0.4 0.3 0.2
H 2.643097 -0.847890 7.315144 0.0 0.0 0.0
H 0.924369 -0.518253 7.031075 0.0 0.1 -0.2
H 1.605517 -2.681420 8.569282 0.0 0.1 0.0
H 0.291023 -2.791091 7.400950 0.0 0.0 0.0
H 3.162462 -3.720663 6.970506 0.0 -0.1 -0.1
H 1.641459 -4.521496 6.492571 0.2 -0.1 -0.1
```
Forces are in eV/Å.

---

No. 4
This record from the Open Molecules 2025 dataset describes a cluster of 2 separate species, C2Br2I2 in total. The level of theory is ωB97M-V with the def2-TZVPD basis set.

The energy above the lowest of the compared OMol25 structures with the same formula, charge and spin is 28.02 kcal/mol. For the HOMO energy, the calculation gives -9.321 eV.

Structure (XYZ):
```
6
Properties=species:S:1:pos:R:3:forces:R:3
C -1.516002 -0.253176 -0.391196 -0.4 0.8 0.6
C -1.241584 0.746899 0.234951 -0.5 -2.5 -1.6
Br -2.334178 -1.676791 -1.113615 0.1 -0.1 -0.1
Br -0.438521 1.983002 1.138626 0.8 1.7 1.1
I 3.169427 0.091425 -1.096527 -0.1 0.0 0.0
I 2.360858 -0.891359 1.227760 0.0 0.0 0.0
```
Forces are in eV/Å.

---

No. 5
This record from the Open Molecules 2025 dataset describes a cluster of 2 separate species, CH6S3 in total. The level of theory is ωB97M-V with the def2-TZVPD basis set.

The energy above the lowest of the compared OMol25 structures with the same formula, charge and spin is 16.91 kcal/mol. For the HOMO energy, the calculation gives -9.004 eV.

Structure (XYZ):
```
10
Properties=species:S:1:pos:R:3:forces:R:3
S 2.794866 -1.009353 -0.167388 1.1 0.7 -1.6
H 3.287801 -0.583281 -1.434178 -0.4 -0.5 1.7
H 1.667545 -1.310741 -0.772133 -0.7 -0.3 -0.1
C -0.741342 0.705689 1.296193 -0.9 0.3 -4.0
S -2.351042 0.038958 0.437692 0.6 1.1 0.2
S -2.127582 0.413249 -1.621301 1.5 -1.4 1.1
H -0.044975 0.265978 0.578276 0.5 -0.4 1.0
H -0.831510 0.290487 2.249678 0.4 -0.5 1.4
H -0.522361 1.778681 1.189273 -0.8 -0.2 0.5
H -1.131401 -0.589666 -1.756113 -1.2 1.2 -0.2
```
Forces are in eV/Å.

---

No. 6
This record from the Open Molecules 2025 dataset describes the molecule C20H20N2O3S. The level of theory is ωB97M-V with the def2-TZVPD basis set.

The energy above the lowest of the compared OMol25 structures with the same formula, charge and spin is 42.58 kcal/mol. For the HOMO energy, the calculation gives -8.274 eV.

Structure (XYZ):
```
46
Properties=species:S:1:pos:R:3:forces:R:3
C -4.865085 -3.729085 0.115472 0.0 0.1 0.1
C -4.357470 -2.324657 -0.016125 0.0 0.0 0.0
C -3.074245 -1.980921 0.382312 -0.1 0.1 0.0
C -2.624483 -0.678761 0.268376 -0.1 0.0 -0.1
C -3.455571 0.312265 -0.235712 -0.1 -0.9 0.1
C -4.756976 -0.010381 -0.638418 0.1 0.2 0.0
C -5.177309 -1.325479 -0.525481 0.2 0.0 0.1
H -6.181362 -1.579763 -0.836078 -0.1 0.0 -0.1
C -5.680100 1.043427 -1.179006 0.1 -0.1 0.1
H -6.660311 0.618582 -1.379372 0.0 0.0 0.0
H -5.293220 1.460083 -2.109795 0.0 0.1 -0.1
H -5.800428 1.856199 -0.461879 -0.1 0.1 0.0
N -2.960238 1.614393 -0.353303 0.3 0.7 0.4
S -2.028339 2.307894 0.860162 -0.2 0.2 -0.2
O -2.186271 3.720443 0.668060 0.1 0.0 -0.3
O -2.339056 1.743861 2.139941 0.3 -0.2 -0.2
C -0.368719 1.844514 0.395040 -0.5 0.0 0.3
C 0.442090 1.190150 1.302351 -0.2 0.0 0.1
C 1.729929 0.848861 0.937483 0.1 0.1 -0.2
C 2.208005 1.166074 -0.337524 -0.3 -0.1 0.4
C 1.371594 1.833278 -1.238703 0.0 0.0 0.2
C 0.085610 2.172630 -0.868664 0.1 0.0 -0.1
H -0.574671 2.693819 -1.542797 0.0 0.0 -0.2
H 1.737463 2.082417 -2.221752 0.0 0.1 -0.1
C 3.555827 0.808746 -0.713618 0.4 0.3 -1.3
C 4.292764 0.986487 -1.857281 -0.9 0.0 0.9
N 5.529086 0.453639 -1.680516 0.8 -0.5 0.4
C 5.527208 -0.025428 -0.470302 0.2 0.3 -0.9
C 6.641133 -0.701095 0.181867 -0.1 -0.1 0.2
C 6.359467 -1.823473 1.150608 0.0 -0.1 0.0
C 6.851604 -0.515791 1.664800 0.1 0.1 0.1
H 7.868363 -0.443409 2.017716 0.1 0.0 0.0
H 6.155543 0.121514 2.188227 -0.1 0.0 0.0
H 7.031327 -2.667393 1.143461 0.1 0.0 0.0
H 5.325886 -2.082629 1.321506 -0.1 0.1 0.0
H 7.507217 -0.774203 -0.460168 0.0 0.0 0.0
O 4.361490 0.155602 0.172942 0.0 -0.1 0.3
H 4.024299 1.454114 -2.781172 -0.2 0.1 -0.2
H 2.377157 0.337427 1.633185 0.0 0.0 0.1
H 0.046041 0.958089 2.278809 0.0 -0.1 0.1
H -3.603908 2.287831 -0.737917 0.0 0.3 0.0
H -1.625031 -0.417644 0.576348 0.1 -0.1 0.0
H -2.415058 -2.736795 0.783233 0.1 -0.1 0.0
H -4.042483 -4.428721 0.239317 0.0 -0.1 0.0
H -5.516478 -3.811516 0.985827 0.0 -0.1 0.0
H -5.442276 -4.015187 -0.761478 0.0 -0.1 0.0
```
Forces are in eV/Å.